Below is a structure of composition C7H9BaI2NOS3Sb, with properties calculated with ωB97M-V with the def2-TZVPD basis set.

Geometry as XYZ:
```
25
Properties=species:S:1:pos:R:3:forces:R:3
Ba -0.633 0.424 -0.305 -4.324 -1.269 2.186
I -3.808 -0.278 0.272 -0.038 0.224 -0.088
C -2.827 -4.010 -0.274 -0.153 0.240 0.199
I -1.150 -2.880 -0.484 0.395 -0.978 -0.173
H -3.761 -3.492 -0.428 -0.008 0.028 -0.027
H -2.748 -4.879 0.357 0.050 -0.061 -0.059
S 2.858 4.727 -0.078 0.305 -0.139 -0.024
Sb 1.348 3.195 0.323 -1.750 0.328 1.034
S 1.066 1.511 1.909 1.278 0.568 -0.325
S -0.806 3.295 -0.530 1.030 1.126 -0.149
O 1.680 -0.647 -0.750 0.159 0.448 -0.550
C 1.663 0.444 -1.668 -0.469 0.484 -0.873
C 0.537 0.620 -2.779 0.369 -0.287 0.210
C 0.495 1.897 -3.322 0.640 -0.474 -0.921
C -0.576 2.236 -4.137 0.043 0.217 0.290
C -1.667 1.393 -4.191 -0.164 -0.154 0.030
C -1.609 0.190 -3.499 0.475 -0.310 -0.597
N -0.497 -0.222 -2.883 0.409 0.078 0.273
H 1.863 -0.188 0.109 0.465 -0.677 -0.156
H 2.652 0.694 -2.042 -0.001 -0.087 -0.117
H 1.280 1.295 -1.076 1.496 0.422 -0.323
H 1.360 2.543 -3.228 -0.135 0.184 0.108
H -0.586 3.189 -4.648 -0.013 0.011 0.002
H -2.557 1.656 -4.744 -0.020 0.025 0.034
H -2.439 -0.506 -3.478 -0.039 0.052 0.016
```
Positions in Å, forces in eV/Å.

Summary:
- ⟨S²⟩: 0.756
- 2S+1: 2
- DFT total energy: -2457.794803 hartree
- HOMO energy (spin up / spin down): -7.8 / -7.8 eV
- Frontier orbital gap (spin up / spin down): 5.5 / 5.5 eV

***

Below is a cluster of 2 separate species, C4H13NOS in total, with properties calculated with ωB97M-V with the def2-TZVPD basis set.

Geometry as XYZ:
```
20
Properties=species:S:1:pos:R:3:forces:R:3
C -0.227 0.880 -1.683 -1.371 0.393 0.929
N 0.012 1.436 -0.339 -0.004 -0.605 -0.221
C -0.969 1.279 0.757 0.874 -0.725 -0.226
C -0.155 1.441 2.038 -0.916 0.906 -0.143
C -1.581 -0.125 0.738 -0.118 0.984 -1.162
S -2.886 -0.200 1.967 -0.199 -0.272 0.491
H -0.854 1.567 -2.263 0.515 0.030 -0.515
H 0.701 0.581 -2.129 0.463 0.297 -0.516
H -0.838 -0.016 -1.657 0.154 -0.253 0.260
H 0.191 2.422 -0.439 0.245 0.143 0.063
H -1.779 2.009 0.690 -0.102 0.063 0.088
H -0.828 1.602 2.891 0.333 -0.204 0.021
H 0.494 0.591 2.161 0.155 -0.354 0.200
H 0.468 2.319 1.916 0.177 0.251 0.232
H -2.029 -0.227 -0.250 -0.224 -0.353 0.240
H -0.784 -0.856 0.825 -0.071 -0.265 0.303
H -3.816 -0.823 1.233 0.088 -0.037 -0.042
O 4.749 -4.386 -1.951 0.308 0.059 0.132
H 5.708 -4.521 -1.861 -0.638 -0.097 -0.254
H 4.424 -4.974 -2.643 0.329 0.037 0.120
```
Positions in Å, forces in eV/Å.

Summary:
- DFT total energy: -688.348738 hartree
- HOMO energy: -8.6 eV
- SMILES string: CN[C@H](C)CS.O
- Frontier orbital gap: 9.6 eV

***

Below is a structure of composition C14H24N3O5PdS4Se2, with properties calculated with ωB97M-V with the def2-TZVPD basis set.

Geometry as XYZ:
```
53
Properties=species:S:1:pos:R:3:forces:R:3
Pd -0.536 0.098 0.027 2.205 -0.833 -2.340
C 1.812 -2.806 3.786 0.454 -0.312 -0.791
C 1.458 -1.406 4.268 -0.313 0.671 -0.438
S 0.459 -0.409 3.064 1.078 -0.537 0.950
C 1.624 0.945 2.728 -0.279 0.213 -0.158
C 2.830 0.551 1.889 -0.170 -0.078 -0.325
S 2.383 0.126 0.163 -0.437 -0.474 0.114
C 2.958 -1.614 0.063 -0.335 0.383 0.082
C 2.230 -2.538 1.026 0.323 -0.261 0.320
S 3.168 -2.823 2.573 -0.230 -0.010 0.102
H 0.954 -3.307 3.342 -0.060 -0.135 0.149
H 2.178 -3.397 4.626 -0.151 0.068 0.057
H 2.353 -0.847 4.529 -0.014 0.081 0.000
H 0.827 -1.496 5.154 -0.216 0.102 0.026
H 1.950 1.344 3.690 -0.082 -0.072 0.137
H 1.031 1.700 2.205 0.079 -0.079 0.162
H 3.379 -0.290 2.313 0.056 0.072 -0.027
H 3.493 1.413 1.815 -0.028 0.006 0.167
H 4.036 -1.623 0.219 0.039 0.042 -0.069
H 2.759 -1.905 -0.967 -0.010 0.009 -0.046
H 2.073 -3.516 0.568 -0.172 0.107 0.022
H 1.263 -2.110 1.312 0.003 -0.192 -0.159
C -0.115 -0.555 -3.730 -0.096 -0.034 0.200
Se -0.032 0.987 -2.523 -0.492 -0.336 -0.078
C -1.864 1.678 -2.810 0.330 0.125 0.303
C -2.994 0.670 -2.730 -0.051 -0.072 -0.006
Se -3.326 -0.129 -0.943 -0.480 -0.068 -0.673
C -5.041 0.689 -0.561 -0.044 0.116 0.092
H -0.524 -0.256 -4.692 -0.002 0.199 0.003
H -0.711 -1.343 -3.277 0.076 0.053 -0.002
H 0.893 -0.932 -3.877 0.043 0.056 0.101
H -1.869 2.142 -3.802 0.007 -0.129 0.115
H -1.978 2.448 -2.042 0.061 -0.071 -0.335
H -2.834 -0.168 -3.415 -0.108 0.039 0.222
H -3.932 1.168 -2.990 0.075 -0.129 0.022
H -5.761 0.445 -1.342 0.165 -0.079 -0.062
H -4.888 1.761 -0.481 0.087 0.042 -0.077
H -5.397 0.309 0.392 0.117 -0.111 0.025
O -1.625 0.685 1.818 0.017 -0.793 1.086
S -1.564 2.019 1.152 -1.256 1.917 0.782
O -1.930 3.102 1.988 -0.056 0.233 0.289
O -0.193 2.132 0.586 0.646 0.209 -0.041
O -2.479 1.891 -0.035 -0.508 0.232 -0.383
N -1.143 -2.932 0.952 -0.262 0.443 0.570
C -0.714 -2.892 -0.333 0.295 -1.135 -0.367
O -0.662 -1.779 -0.946 -0.044 0.349 0.261
C -0.268 -4.074 -0.971 -0.502 1.036 0.460
C 0.309 -3.950 -2.238 0.098 0.173 -0.270
N 0.803 -3.776 -3.262 0.232 0.096 -0.476
C -0.327 -5.321 -0.347 0.029 -0.242 0.281
N -0.353 -6.327 0.210 -0.090 -0.366 0.329
H -1.348 -3.815 1.394 -0.015 0.005 -0.059
H -1.529 -2.080 1.358 -0.010 -0.528 -0.246
```
Positions in Å, forces in eV/Å.

Summary:
- ⟨S²⟩: 6.019
- 2S+1: 5
- Charge: +1
- DFT total energy: -7611.409645 hartree
- HOMO energy (spin up / spin down): -10.8 / -10.6 eV
- Frontier orbital gap (spin up / spin down): 8.2 / 3.0 eV

***

Below is a cluster of 2 separate species, C3H10NOP in total, with properties calculated with ωB97M-V with the def2-TZVPD basis set.

Geometry as XYZ:
```
16
Properties=species:S:1:pos:R:3:forces:R:3
C 0.909 1.052 0.569 -2.288 -0.328 -2.867
N 1.781 0.542 -0.469 0.975 0.789 -1.651
C 2.218 1.584 -1.480 1.174 -1.053 1.857
P 2.662 -0.840 -0.518 -0.304 0.488 -0.403
O 2.205 -1.659 0.597 -0.107 -1.324 1.153
H 1.332 1.824 1.099 1.176 1.921 1.209
H -0.112 1.422 0.157 1.675 -0.552 0.343
H 0.692 0.265 1.198 -0.443 -1.684 1.542
H 2.435 1.204 -2.482 -0.563 -0.155 0.195
H 1.346 2.188 -1.380 0.070 1.469 -0.913
H 3.206 1.983 -1.100 -1.380 0.414 -0.464
C -1.717 -2.263 0.933 -2.491 -2.859 -0.669
H -1.128 -2.662 0.098 -0.125 0.729 0.093
H -1.593 -1.281 1.232 0.653 1.992 0.117
H -1.490 -2.906 1.774 0.059 -0.097 0.302
H -2.850 -2.421 0.726 1.919 0.250 0.154
```
Positions in Å, forces in eV/Å.

Summary:
- DFT total energy: -591.634888 hartree
- HOMO energy: -9.7 eV
- SMILES string: CN(C)P=O.C
- Frontier orbital gap: 10.2 eV

***

Below is a structure of composition C45H58BI2KN6O6, with properties calculated with ωB97M-V with the def2-TZVPD basis set.

Geometry as XYZ:
```
119
Properties=species:S:1:pos:R:3:forces:R:3
K -8.801 -11.720 18.874 0.054 0.260 0.215
C -5.772 -8.466 14.028 -0.101 -0.665 -0.672
C -7.176 -8.772 14.498 -0.185 1.892 0.792
C -7.218 -8.996 15.955 -0.423 2.146 1.012
C -7.762 -8.190 16.950 -0.738 -0.577 -2.022
C -8.627 -6.959 16.715 0.711 -1.620 -0.560
C -7.752 -5.779 16.953 -0.088 1.171 -0.512
C -7.470 -8.864 18.175 1.295 -1.093 0.713
N -6.848 -10.027 17.993 0.037 1.363 -0.227
C -6.645 -10.118 16.589 -1.284 0.646 2.107
C -6.456 -11.229 15.891 1.650 -2.208 0.338
C -6.270 -12.563 16.372 -0.751 3.424 2.059
C -6.155 -13.658 15.594 0.950 -1.156 -0.609
C -5.932 -13.594 14.117 -1.587 1.049 -0.569
C -4.524 -13.289 13.705 1.408 0.377 -1.697
C -6.098 -14.736 16.493 0.365 -1.322 -1.544
C -6.194 -14.129 17.734 -0.976 -1.491 2.015
C -7.786 -15.343 19.603 0.828 1.615 1.477
C -7.987 -14.624 20.932 0.362 -0.333 0.427
N -7.507 -13.396 21.134 0.994 -0.412 -1.437
C -7.751 -13.089 22.419 -1.090 1.360 0.893
C -7.566 -11.755 22.988 -0.996 -2.567 0.964
C -7.376 -10.601 22.375 0.615 2.582 -1.999
N -7.442 -10.378 20.970 -0.780 -0.399 -0.575
C -7.362 -9.102 20.763 1.142 0.089 1.195
C -7.667 -8.250 19.561 -0.631 -1.496 -0.814
C -7.002 -8.396 22.010 -0.751 1.864 -0.526
C -7.139 -9.292 22.975 -0.079 -1.375 2.822
C -7.105 -9.134 24.501 0.513 0.442 -1.025
C -5.708 -9.040 25.080 1.529 0.086 -1.792
C -6.742 -6.905 22.256 -0.266 -0.403 -0.125
C -7.983 -6.005 22.499 0.469 -0.628 3.250
C -8.531 -14.125 23.025 0.977 2.196 1.879
C -8.582 -15.110 22.112 -1.080 -3.090 -2.179
C -9.164 -16.520 22.202 -0.379 -0.016 -0.983
C -8.248 -17.492 22.884 -0.276 0.175 1.199
C -9.272 -13.941 24.332 -0.451 -0.121 -1.572
C -10.443 -12.964 24.100 -1.418 0.061 1.228
N -6.342 -12.840 17.742 0.023 0.763 -1.595
C -5.967 -16.197 16.084 0.388 1.909 -0.302
C -4.494 -16.654 16.064 -0.551 -1.526 0.134
H -5.774 -8.355 12.950 0.062 0.189 -0.402
H -5.200 -9.362 14.229 0.771 0.174 0.241
H -5.357 -7.562 14.463 0.120 -0.123 0.297
H -7.554 -9.663 14.071 -0.584 -0.624 -1.134
H -7.779 -7.877 14.280 -0.301 -0.593 -0.249
H -9.461 -6.957 17.419 -0.017 -0.052 -0.255
H -8.981 -6.946 15.650 0.007 -0.122 0.988
H -7.280 -5.875 17.926 0.205 0.334 0.024
H -8.427 -4.936 16.920 0.136 0.892 0.326
H -7.013 -5.621 16.145 -0.101 -0.292 0.512
H -6.271 -11.109 14.847 -0.422 -0.001 -0.711
H -6.585 -12.801 13.667 0.243 -0.765 0.494
H -6.313 -14.502 13.700 0.003 -0.767 -0.579
H -4.249 -12.222 13.599 -0.508 -0.277 0.539
H -4.133 -13.693 12.734 -0.940 -0.071 0.460
H -3.882 -13.719 14.417 1.166 -0.385 1.111
H -7.686 -16.410 19.821 0.335 0.032 -0.413
H -7.778 -11.708 24.079 0.489 -0.076 -0.764
H -7.020 -7.369 19.666 -0.417 0.142 -0.257
H -7.528 -10.047 24.945 -0.570 0.761 0.009
H -7.586 -8.167 24.800 -0.263 -1.142 -0.154
H -5.007 -9.861 24.816 -0.825 -0.057 0.357
H -5.799 -8.915 26.121 0.285 0.063 1.437
H -5.151 -8.188 24.653 -0.371 0.121 0.308
H -6.195 -6.453 21.405 0.096 -0.336 0.506
H -6.119 -6.894 23.173 -0.065 0.401 -0.632
H -8.741 -6.107 21.756 -0.411 0.236 -0.613
H -7.637 -4.989 22.748 -0.197 0.005 -0.888
H -8.452 -6.260 23.529 0.430 -0.140 -1.713
H -9.356 -16.983 21.196 -0.165 0.885 0.649
H -10.100 -16.533 22.758 -0.336 0.140 -0.163
H -7.287 -17.479 22.445 1.240 0.038 -0.427
H -8.586 -18.515 22.925 -0.431 -0.464 -0.253
H -8.179 -17.167 23.912 0.488 0.026 0.497
H -8.592 -13.577 25.091 0.022 0.072 0.424
H -9.691 -14.902 24.624 0.095 -0.145 0.347
H -10.133 -11.950 23.861 0.314 0.153 0.291
H -11.105 -12.914 25.054 0.906 0.029 -1.627
H -11.086 -13.198 23.217 0.457 -0.414 0.763
H -6.352 -16.269 15.066 -0.245 -0.158 0.039
H -6.670 -16.694 16.734 0.190 -1.108 0.260
H -3.886 -16.116 15.331 -0.373 0.188 -0.009
H -4.464 -17.764 15.734 0.315 1.530 0.995
H -4.056 -16.415 17.055 0.035 -0.733 -0.481
N -6.411 -14.720 19.102 -0.079 0.531 0.466
C -8.843 -15.045 18.601 -0.840 0.543 -1.032
C -10.303 -15.182 19.097 0.508 3.683 -0.126
C -11.429 -14.670 18.172 2.313 0.968 0.480
N -11.369 -13.205 18.312 -0.139 -0.209 0.447
H -5.698 -15.423 19.314 -0.032 0.567 0.190
H -6.373 -13.802 19.773 0.030 -1.697 -0.817
H -8.717 -15.825 17.854 -0.079 0.323 -0.787
H -8.601 -14.040 18.144 -0.651 -1.333 0.189
H -10.535 -14.548 19.986 0.898 0.143 -0.333
H -10.403 -16.061 19.584 -0.725 -3.653 0.603
H -12.317 -15.066 18.579 -1.449 -0.652 -0.052
H -11.279 -14.810 17.120 -0.027 -0.881 -0.533
H -11.986 -12.940 19.052 -0.317 0.375 0.615
H -11.704 -12.764 17.482 -0.014 0.339 -0.754
I -10.974 -9.214 21.646 0.853 0.461 -0.607
I -12.208 -9.197 24.265 -0.195 -0.109 0.139
O -9.837 -9.039 19.704 -0.108 0.553 -0.029
O -9.037 -7.810 19.657 -0.115 -0.525 0.598
O -9.205 -12.536 16.188 0.207 0.032 -0.487
O -10.605 -12.703 15.631 0.147 -0.234 -0.334
O -9.362 -14.900 15.384 -0.228 2.344 2.519
B -9.466 -13.424 15.111 -0.077 0.379 0.441
O -9.056 -13.264 13.666 -0.688 0.336 1.580
C -9.195 -14.501 13.190 0.708 -0.272 -0.351
C -9.148 -14.886 11.886 -0.094 -0.323 -1.003
C -9.253 -16.261 11.601 0.497 -0.150 -0.727
C -9.341 -17.172 12.620 -0.513 -1.876 0.625
C -9.413 -16.783 13.977 0.059 -0.255 -0.685
C -9.306 -15.447 14.236 -0.262 -1.249 -2.508
H -9.040 -14.184 11.056 -0.032 0.013 0.418
H -9.175 -16.619 10.559 -0.146 0.282 0.620
H -9.420 -18.272 12.415 0.109 1.138 -0.035
H -9.592 -17.457 14.811 0.185 -0.129 -0.266
```
Positions in Å, forces in eV/Å.

Summary:
- Charge: -2
- DFT total energy: -3749.671793 hartree
- HOMO energy: -2.3 eV
- Frontier orbital gap: 6.1 eV

***

Below is a cluster of 2 separate species, C2H4N2O in total, with properties calculated with ωB97M-V with the def2-TZVPD basis set.

Geometry as XYZ:
```
9
Properties=species:S:1:pos:R:3:forces:R:3
C -0.593 1.005 0.268 0.302 -2.298 -0.831
C 1.384 -0.551 -0.145 -2.814 -2.801 -3.095
N -2.635 0.521 -0.100 0.728 0.338 0.296
N 0.066 0.038 -0.023 -0.299 1.177 0.848
O -2.634 -0.644 0.041 -0.432 -0.392 -0.156
H -0.681 1.967 0.704 0.251 0.840 0.274
H 1.517 -0.595 -1.275 0.258 -0.091 1.448
H 2.179 -0.133 0.302 2.560 2.414 1.664
H 1.397 -1.608 0.227 -0.554 0.812 -0.449
```
Positions in Å, forces in eV/Å.

Summary:
- ⟨S²⟩: 2.008
- 2S+1: 3
- DFT total energy: -263.158350 hartree
- HOMO energy (spin up / spin down): -7.0 / -11.2 eV
- Frontier orbital gap (spin up / spin down): 7.8 / 11.1 eV

***

Record-wise relative energy (zero: lowest compared OMol25 entry of this formula, charge and spin) values, in kJ/mol: 282.7; 105.0; 181.7; 125.6; 0.0; 94.8
Record-wise max |F| values, in Eh/bohr: 0.0974; 0.0331; 0.0646; 0.0749; 0.0791; 0.0979